Entry one
Entry from the Open Molecules 2025 dataset: 2 unconnected molecules or ions with the total composition C4H7ClN2 (wB97M-V/def2-TZVPD).

Summary:
- Kohn-Sham gap (eV) = 9.2
- SMILES = N=C=NCl.C=CC

Last column: Mulliken charge in e.
Cartesian coordinates (Å):
1 N -1.8798 2.7427 -0.2598  -0.464
2 C -2.0711 1.5563 -0.1734  0.508
3 N -2.2606 0.3650 -0.3320  -0.255
4 Cl -3.5472 -0.5285 0.3453  -0.061
5 H -1.7249 3.3980 0.5015  0.290
6 C 0.7246 0.5828 0.4962  -0.869
7 C -0.0049 -0.5444 0.5843  0.135
8 C 0.0520 -1.5389 -0.6043  -0.915
9 H 0.8496 1.1999 1.4941  0.226
10 H 1.2139 1.1104 -0.2897  0.330
11 H -0.4167 -1.0632 1.5476  0.242
12 H -0.6984 -2.4518 -0.4931  0.242
13 H 0.9552 -2.0462 -0.7822  0.359
14 H -0.3093 -1.0818 -1.6250  0.233

---

Entry two
Entry from the Open Molecules 2025 dataset: C4H7ClN2 in the gas phase (wB97M-V/def2-TZVPD).

Summary:
- Kohn-Sham gap (spin up / spin down) (eV) = 9.0 / 9.0

Last column: Mulliken charge in e.
Cartesian coordinates (Å):
1 C -0.0816 -1.3143 0.1348  -0.316
2 C 0.7334 -0.0438 -0.4095  0.501
3 C -2.0224 -0.4057 -0.6409  0.071
4 C 1.5111 0.5824 0.7658  -1.264
5 N -1.2992 -1.3307 -0.0290  -0.338
6 N -0.1959 0.9349 -0.9701  -0.817
7 Cl -2.9847 0.5759 0.3794  -0.126
8 H 0.4612 -2.1029 0.5180  0.465
9 H 1.4929 -0.3486 -1.0172  0.325
10 H -2.4621 -0.5979 -1.6896  0.284
11 H 2.1255 -0.1661 1.3357  0.329
12 H 1.0036 1.1602 1.6672  0.290
13 H 2.1674 1.3610 0.3306  0.332
14 H -0.4491 1.6955 -0.3752  0.263

---

Short version: entry two is the most stable of them.